Record 1
Formula: C4H7O3PtS3Sb
Source: OMol25
Level of theory: ωB97M-V/def2-TZVPD

Computed properties:
E_HOMO (spin up / spin down) ... -11.3 / -13.2 eV
Expectation value of S² ... 8.783
LUMO energy (spin up / spin down) ... -3.97 / -6.75 eV
Gap between HOMO and LUMO (spin up / spin down) ... 0.271 / 0.239 Ha
Net charge ... +1
2S+1 ... 6

Element x y z (Å)
Pt: 1.878 0.951 -0.236
S: 4.251 3.607 -2.684
Sb: 4.190 3.404 -0.357
S: 4.191 0.929 -0.263
S: 1.731 3.235 -0.119
C: -2.075 -1.081 -0.912
C: -1.242 -0.499 0.174
C: -1.639 -0.599 1.605
O: -0.599 0.680 -0.192
C: 0.648 -2.091 0.078
O: 0.162 -3.063 0.474
O: 1.469 -1.361 -0.372
H: -2.969 -0.459 -1.045
H: -2.394 -2.090 -0.663
H: -1.542 -1.090 -1.864
H: -2.485 0.071 1.810
H: -0.819 -0.314 2.269
H: -1.954 -1.611 1.848
H: -0.800 1.380 0.449

Löwdin atomic charge list, values in e, 4 entries: 0.447, 0.063, 0.410, 0.072

Record 2
Formula: C4H7OP
Source: OMol25
Level of theory: ωB97M-V/def2-TZVPD

Computed properties:
E_HOMO ... -8.0 eV
LUMO energy ... 0.74 eV
Gap between HOMO and LUMO ... 0.323 Ha

Element x y z (Å)
C: -0.181 -0.891 0.657
C: -0.404 0.298 -1.676
C: 0.490 1.264 1.256
C: 0.341 -0.663 -0.834
O: -0.530 0.360 1.175
P: 1.209 1.037 -1.098
H: -1.059 -1.574 0.752
H: 0.515 -1.302 1.366
H: -0.516 0.044 -2.752
H: -1.257 0.828 -1.223
H: 0.234 2.373 1.380
H: 1.502 1.189 1.768
H: 0.542 -1.695 -1.165

Löwdin atomic charge list, values in e, 4 entries: -0.223, -0.436, -0.187, -0.494

Record 3
Formula: C4H7OP
Source: OMol25
Level of theory: ωB97M-V/def2-TZVPD

Computed properties:
E_HOMO (spin up / spin down) ... -8.3 / -8.9 eV
LUMO energy (spin up / spin down) ... -0.19 / -0.91 eV
Gap between HOMO and LUMO (spin up / spin down) ... 0.300 / 0.293 Ha

Element x y z (Å)
C: 0.436 -3.074 -0.860
C: 0.553 -1.895 -1.162
C: 1.652 0.696 -0.033
C: -2.054 0.462 0.266
O: 0.723 0.554 -2.524
P: 0.468 -0.080 -1.217
H: 0.656 -4.088 -0.693
H: 1.578 0.369 1.035
H: 2.720 0.282 -0.199
H: 1.512 1.674 -0.186
H: -2.581 0.602 -0.618
H: -1.903 -0.490 0.684
H: -1.791 1.458 0.786

Löwdin atomic charge list, values in e, 4 entries: 0.053, -0.237, -0.217, 0.051

Record 4
Formula: C4H7OPS
Source: OMol25
Level of theory: ωB97M-V/def2-TZVPD

Computed properties:
E_HOMO (spin up / spin down) ... -8.0 / -8.0 eV
LUMO energy (spin up / spin down) ... -1.48 / -1.09 eV
Gap between HOMO and LUMO (spin up / spin down) ... 0.238 / 0.253 Ha

Element x y z (Å)
C: -0.630 -0.724 -1.459
C: 0.479 -0.403 -0.928
C: 1.300 1.030 0.974
C: 1.649 0.007 -0.189
O: -3.264 -1.194 -1.434
P: -2.751 0.127 1.188
S: -2.263 -1.117 -0.323
H: -0.947 -0.916 -2.524
H: 0.499 1.628 0.683
H: 2.125 1.724 1.116
H: 1.053 0.615 1.944
H: 2.018 -0.880 0.151
H: 2.372 0.386 -0.979
H: -1.638 -0.282 1.780

Löwdin atomic charge list, values in e, 4 entries: -0.204, -0.085, -0.062, -0.209

Relative energy (zero: lowest compared OMol25 entry of this formula, charge and spin) list, top to bottom, in kcal per mole: 0.0; 71.5; 105.6; 44.5
F_max list, top to bottom, in eV/A: 1.23; 3.93; 6.54; 4.03